{"formula": "C4H21O9", "method": "ωB97M-V with the def2-TZVPD basis set", "symbols": ["C", "O", "C", "C", "C", "O", "H", "H", "H", "H", "H", "H", "H", "H", "H", "O", "H", "H", "O", "H", "H", "O", "H", "H", "O", "H", "H", "O", "H", "H", "O", "H", "H", "O"], "positions_angstrom": [[0.8447, -0.3704, -0.8237], [-0.3228, 0.1516, -0.3732], [1.7165, -1.0788, 0.3310], [1.5753, -2.5584, 0.5977], [0.2725, -3.0974, 0.1574], [0.1303, -4.2921, -0.0049], [0.8388, -0.8965, -1.8275], [1.4142, 0.5001, -1.0690], [2.7033, -0.8893, -0.1016], [1.7800, -0.3322, 1.1350], [1.7374, -2.7984, 1.6630], [2.4100, -3.1270, 0.2352], [-0.6008, -2.3972, 0.1680], [1.5897, 3.1852, 0.3209], [2.2932, 2.1319, 1.2200], [2.2461, 3.0560, 1.0045], [-0.5591, 2.7738, -0.0004], [0.2162, 1.8456, -0.9918], [0.1267, 2.7557, -0.6536], [0.7421, 0.5415, 3.0952], [1.4044, 1.8233, 3.1571], [1.5017, 0.9186, 3.5538], [-0.4414, 0.1297, 1.0841], [-1.0800, 1.1633, 2.2376], [-0.6690, 0.2870, 2.1223], [-2.2028, 1.9226, -2.3366], [-1.2806, 3.1780, -2.4208], [-2.1783, 2.9305, -2.4706], [-1.6611, 0.2796, -0.8416], [-3.0520, 0.9330, -0.4919], [-2.6051, 0.5579, -1.2269], [-1.6257, -1.0467, -1.9354], [-2.7201, -1.9019, -2.0327], [-1.7993, -1.9328, -2.1946]], "atomic_forces_ev_per_a": [[1.27, -0.74, 0.40], [-1.44, -0.72, 0.44], [0.93, 1.99, -2.35], [0.36, 0.87, 1.12], [-0.71, -1.23, 1.03], [-0.31, 0.38, -0.41], [-0.43, -0.34, 1.11], [1.54, 0.65, -0.37], [0.37, -0.47, -0.02], [-0.73, -0.78, 0.42], [-0.77, 0.29, 0.05], [0.23, -0.34, -1.03], [0.46, -0.30, -0.39], [-0.61, -0.47, -0.49], [-0.16, -0.63, -0.14], [1.00, 0.96, 0.87], [-0.62, -0.48, 0.24], [-0.73, 0.06, 0.81], [1.11, 0.93, -1.12], [-0.72, -0.93, -0.21], [0.63, -0.83, 0.81], [0.37, 1.88, -0.47], [-0.67, 0.76, 0.88], [0.24, -0.67, -0.39], [-0.06, 0.06, -0.56], [-0.07, 1.83, 0.19], [1.62, 0.34, 0.29], [-1.79, -1.82, -0.43], [-0.60, 0.53, -0.31], [-0.72, 0.55, 0.90], [0.98, -0.95, -0.63], [0.87, 1.19, 0.25], [-1.71, -0.47, 0.13], [0.89, -1.13, -0.63]], "e_homo_ev": -6.2, "charge": -1, "e_tot_ha": -842.1950}